No. 1
Density functional theory data (ωB97M-V with the def2-TZVPD basis set) for a cluster of 10 separate species, C19H61N17O10 in total.

Geometry as ORCA input:
```
! RIJCOSX wB97M-V def2-TZVPD def2/J DEFGRID3
* xyz 0 1
C 3.2189 3.2266 -8.4524
O 2.0432 2.9261 -7.6035
C 0.8298 2.4972 -8.2385
C -0.3570 2.3695 -7.1629
C -0.2302 1.2248 -6.1966
N -1.6628 2.1592 -7.8584
H 4.0868 3.0611 -7.8141
H 3.2372 4.2173 -8.9067
H 3.1999 2.5185 -9.2808
H 0.6494 3.2568 -8.9991
H 0.9426 1.5397 -8.7471
H -0.4110 3.2931 -6.5867
H -0.8528 1.3053 -5.3055
H 0.7577 1.2661 -5.7379
H -0.3497 0.2174 -6.5951
H -1.6795 2.1989 -8.8675
H -1.8870 1.2055 -7.6128
C -2.1141 -3.8564 -2.2352
O -3.5494 -3.6987 -2.2129
C -3.9800 -2.5742 -1.3904
C -3.8893 -1.2356 -2.2061
C -4.2158 -0.0416 -1.3402
N -4.8186 -1.2777 -3.3182
H -1.6720 -3.2552 -3.0296
H -1.7504 -4.8639 -2.4374
H -1.6024 -3.5815 -1.3128
H -5.0089 -2.7638 -1.0845
H -3.3985 -2.4629 -0.4752
H -2.8987 -1.1487 -2.6524
H -3.7141 -0.0817 -0.3734
H -5.2592 0.2381 -1.1950
H -3.8979 0.8860 -1.8163
H -5.7737 -1.2037 -2.9982
H -4.8440 -2.1586 -3.8117
C -3.4574 5.7417 -1.3943
O -3.4524 5.0958 -0.1286
C -4.5563 5.3852 0.7336
C -4.7967 4.3783 1.9261
C -5.6394 4.7838 3.1128
N -3.5474 3.9647 2.4149
H -4.2868 5.4372 -2.0326
H -2.6144 5.2835 -1.9114
H -3.3705 6.8282 -1.3827
H -4.5073 6.3873 1.1595
H -5.4682 5.5049 0.1486
H -5.3485 3.4708 1.6813
H -5.2251 5.6483 3.6315
H -5.7509 4.0346 3.8967
H -6.5734 5.2582 2.8119
H -3.0720 4.7191 2.8892
H -2.9470 3.8991 1.6054
N 4.2847 -5.7015 3.8337
C 5.1154 -5.0682 3.0764
N 5.9949 -5.8555 2.4932
O 5.0253 -3.8753 2.8704
H 4.3599 -6.7084 3.8078
H 3.5537 -5.2178 4.3354
H 6.2938 -6.6516 3.0380
H 6.5583 -5.3554 1.8205
N 0.6479 0.7557 6.8805
C 0.5729 1.1217 5.6266
N 1.3226 2.1791 5.4376
O -0.1681 0.6840 4.7691
H 0.0491 0.0161 7.2190
H 1.5192 1.0617 7.2895
H 1.9095 2.5407 6.1758
H 1.2043 2.6506 4.5523
N 2.6310 4.9415 -0.0054
C 1.4302 5.0348 0.5732
N 0.7114 6.0340 0.2326
O 1.0472 4.3086 1.4670
H 3.2721 4.2120 0.2720
H 2.8503 5.4918 -0.8234
H -0.2255 6.0946 0.6048
H 1.2082 6.8196 -0.1626
N 3.4570 -2.4452 9.1461
C 4.1502 -2.1977 8.0474
N 3.5171 -2.4755 6.9889
O 5.2585 -1.8494 8.0520
H 2.4585 -2.4245 8.9957
H 3.9549 -2.3171 10.0155
H 2.5164 -2.6103 6.9687
H 4.0910 -2.4884 6.1578
N 3.0339 -4.5005 -3.8307
C 3.8914 -5.2671 -3.2482
N 4.1229 -4.8725 -2.0256
O 4.4313 -6.2599 -3.7438
H 2.6481 -4.6359 -4.7542
H 2.6966 -3.7148 -3.2930
H 4.6537 -5.5537 -1.5019
H 3.7007 -4.0119 -1.7076
N 0.6903 0.1384 -0.3024
C 1.5915 -0.7359 0.0361
N 1.9030 -0.6960 1.2855
O 2.0523 -1.4694 -0.8214
H 0.3450 0.8428 0.3338
H 0.5300 0.1506 -1.2995
H 2.6856 -1.2788 1.5463
H 1.3838 -0.1062 1.9201
N -0.6338 -4.0926 2.6978
C -0.4496 -4.8329 3.7268
N -0.8773 -6.0215 3.5384
O -0.0039 -4.3888 4.7127
H -0.5036 -3.1045 2.8611
H -0.7931 -4.5466 1.8097
H -1.3210 -6.3090 2.6779
H -0.8844 -6.6618 4.3195
*
```

The energy relative to the best compared isomer or geometry (same formula, charge and spin) comes out at 742.88 kJ/mol. As for the total energy: -66499.0876 eV. For the LUMO energy, the calculation gives 0.2 eV. The SMILES is COC[C@H](C)N.COC[C@H](C)N.COC[C@H](C)N.NC(N)=O.NC(N)=O.NC(N)=O.NC(N)=O.NC(N)=O.NC(N)=O.NC(N)=O.

=====

No. 2
Density functional theory data (ωB97M-V with the def2-TZVPD basis set) for a cluster of 10 separate species, C19H61N17O10 in total.

Geometry as ORCA input:
```
! RIJCOSX wB97M-V def2-TZVPD def2/J DEFGRID3
* xyz 0 1
C -8.7048 -15.7990 -11.3157
O -7.6213 -15.6240 -12.1900
C -7.9220 -15.9296 -13.5456
C -6.6011 -15.9754 -14.2935
C -6.7685 -16.1768 -15.7946
N -5.6809 -17.0005 -13.7730
H -9.5468 -15.2322 -11.7370
H -8.6037 -15.4233 -10.2984
H -9.0571 -16.8317 -11.2052
H -8.5179 -16.8505 -13.5877
H -8.5575 -15.1541 -13.9963
H -6.1140 -15.0049 -14.1547
H -7.4790 -15.4914 -16.2568
H -6.9629 -17.2249 -16.0345
H -5.8056 -16.0078 -16.2820
H -6.2172 -17.8592 -13.6392
H -5.5935 -16.7034 -12.8008
C -5.3449 -9.1676 -13.3279
O -6.3297 -9.5990 -12.4305
C -6.0259 -10.7891 -11.7289
C -6.4009 -12.0769 -12.4357
C -7.7064 -11.9059 -13.1904
N -6.6316 -13.1520 -11.4493
H -5.6418 -8.1602 -13.6147
H -5.2075 -9.7823 -14.2293
H -4.3226 -9.1432 -12.9249
H -4.9601 -10.8216 -11.4850
H -6.7241 -10.7733 -10.8881
H -5.6191 -12.4084 -13.1346
H -8.5413 -11.5242 -12.5979
H -8.0319 -12.8706 -13.5966
H -7.6794 -11.2429 -14.0586
H -6.9096 -13.9897 -11.9653
H -5.9000 -13.2511 -10.7556
C -2.7699 -17.8084 -11.4853
O -4.1221 -17.4541 -11.2888
C -4.2836 -16.6314 -10.1337
C -5.7617 -16.6532 -9.7455
C -5.9683 -15.9546 -8.4041
N -6.3869 -17.9596 -9.8565
H -2.6776 -18.1715 -12.5113
H -2.4781 -18.6527 -10.8557
H -2.1137 -16.9376 -11.4266
H -3.6106 -17.0373 -9.3633
H -3.9266 -15.6152 -10.3368
H -6.2427 -15.9545 -10.4332
H -7.0235 -15.7906 -8.1850
H -5.5079 -14.9608 -8.4209
H -5.5079 -16.4896 -7.5680
H -6.9693 -18.0447 -10.6764
H -5.6585 -18.6579 -9.9323
N -6.0699 -8.2846 -4.1176
C -5.6313 -9.0144 -5.1899
N -4.7561 -8.3492 -5.9962
O -6.0950 -10.1098 -5.4701
H -5.5465 -7.4880 -3.8029
H -6.7414 -8.6641 -3.4767
H -4.5729 -8.9049 -6.8239
H -4.6806 -7.3561 -5.9014
N -3.6870 -7.6841 -9.0724
C -3.5038 -9.0440 -9.0743
N -4.6663 -9.7343 -8.8131
O -2.4271 -9.5581 -9.3225
H -4.6514 -7.4060 -9.1325
H -2.9322 -7.0636 -8.8617
H -5.4686 -9.1732 -9.0608
H -4.6879 -10.7290 -8.9916
N -4.4778 -12.3862 -7.0498
C -4.0160 -12.5890 -8.3241
N -2.8319 -13.2588 -8.3809
O -4.6389 -12.2782 -9.3294
H -5.3948 -11.9628 -7.0544
H -4.1990 -12.9456 -6.2673
H -2.2974 -13.4952 -7.5688
H -2.5173 -13.4512 -9.3148
N -8.7255 -15.4525 -3.5046
C -7.7144 -15.2995 -4.4202
N -6.7287 -16.2208 -4.2960
O -7.7422 -14.3787 -5.2246
H -9.6215 -15.0193 -3.6784
H -8.6751 -16.2145 -2.8535
H -5.9662 -16.1990 -4.9476
H -6.8504 -17.0283 -3.7166
N -11.0569 -13.7129 -7.1951
C -11.3380 -14.6492 -6.2413
N -11.9645 -15.7548 -6.7179
O -11.0512 -14.4190 -5.0758
H -11.3982 -13.9006 -8.1207
H -10.3834 -12.9856 -7.0349
H -12.1547 -15.8116 -7.7000
H -12.3521 -16.4326 -6.0903
N -8.0293 -11.8568 -6.5076
C -7.9175 -11.7601 -7.8718
N -7.9054 -12.9376 -8.5325
O -7.7730 -10.7006 -8.4931
H -8.0147 -12.8167 -6.1767
H -7.3993 -11.1943 -6.0509
H -7.7525 -12.8820 -9.5329
H -7.8683 -13.7966 -8.0131
N -8.2874 -8.5650 -10.2487
C -9.4048 -7.9897 -9.7149
N -9.8517 -8.5612 -8.5614
O -9.9112 -6.9967 -10.2228
H -7.8326 -9.3479 -9.7976
H -7.8688 -8.0956 -11.0306
H -9.4165 -9.4192 -8.2545
H -10.7966 -8.3760 -8.2808
*
```

The energy relative to the best compared isomer or geometry (same formula, charge and spin) comes out at 130.84 kJ/mol. As for the total energy: -66505.4309 eV. For the LUMO energy, the calculation gives 0.3 eV. The SMILES is COC[C@H](C)N.COC[C@H](C)N.COC[C@H](C)N.NC(N)=O.NC(N)=O.NC(N)=O.NC(N)=O.NC(N)=O.NC(N)=O.NC(N)=O.

=====

No. 3
Density functional theory data (ωB97M-V with the def2-TZVPD basis set) for a cluster of 14 separate species, C19H62BN2O17 in total.

Geometry as ORCA input:
```
! RIJCOSX wB97M-V def2-TZVPD def2/J DEFGRID3
* xyz 1 1
O -4.1707 0.8468 -1.9040
O -3.5158 0.2887 -2.9748
C -2.8031 -0.9102 -2.5352
C -1.7932 -0.4944 -1.3448
C -1.7121 -1.4598 -0.1986
C -0.7936 -1.0404 0.9483
C -0.5990 -1.9556 2.2156
B 0.2348 -1.3076 3.4477
O 1.4371 -0.5266 3.3698
O -0.2637 -1.5953 4.7906
C -0.1682 0.3042 0.6482
N -0.3885 0.9905 -0.5287
N -1.1535 0.7091 -1.5757
H -3.6839 1.6467 -1.5932
H -2.2082 -1.2812 -3.4533
H -3.5961 -1.6436 -2.1912
H -2.3098 -2.4159 -0.2115
H -1.6480 -2.2266 2.5907
H -0.0964 -2.9615 1.9667
H 1.1934 0.4128 3.5369
H -0.7904 -0.8430 5.1345
H 0.5142 0.7609 1.4315
H 0.1291 1.8971 -0.6331
C 2.0009 -1.4731 -2.1110
O 0.6032 -1.4271 -1.8316
H 2.2895 -2.5081 -2.2962
H 2.2186 -0.8729 -2.9967
H 2.5594 -1.0896 -1.2525
H 0.3813 -0.5136 -1.6748
C 3.2051 3.3631 -0.4363
O 1.8069 3.3954 -0.1774
H 3.5035 2.3327 -0.6313
H 3.4323 3.9766 -1.3110
H 3.7498 3.7381 0.4330
H 1.5697 4.3188 -0.0081
C 2.8156 -4.5006 4.2040
O 1.9862 -3.8406 3.2521
H 2.7717 -5.5744 4.0227
H 3.8469 -4.1580 4.0961
H 2.4549 -4.2884 5.2135
H 2.0445 -2.8941 3.4354
C 4.7749 0.2331 -4.9203
O 3.7752 0.4875 -3.9395
H 4.9560 -0.8403 -4.9664
H 4.4325 0.5837 -5.8967
H 5.7007 0.7439 -4.6456
H 3.6340 1.4413 -3.9184
C 0.5882 -4.8519 7.5418
O 1.5818 -3.8433 7.6799
H 1.0196 -5.8122 7.8239
H -0.2570 -4.6291 8.1975
H 0.2531 -4.8981 6.5027
H 1.1754 -3.0065 7.4249
C -3.5899 0.0329 3.6753
O -2.9318 0.5337 4.8269
H -3.2380 -0.9809 3.4856
H -4.6690 0.0177 3.8418
H -3.3538 0.6668 2.8155
H -3.2560 1.4295 4.9782
C 2.6512 -5.8868 -2.2010
O 1.2578 -5.8392 -1.9233
H 2.9373 -6.9217 -2.3856
H 2.8701 -5.2873 -3.0887
H 3.2104 -5.5044 -1.3430
H 1.0302 -4.9159 -1.7642
C 0.5402 -7.5958 4.6655
O -0.3946 -6.5339 4.5222
H 0.0378 -8.4485 5.1212
H 0.9216 -7.8840 3.6825
H 1.3651 -7.2766 5.3084
H 0.0748 -5.7939 4.1171
C 0.8606 7.1748 1.0145
O 1.8327 6.4727 0.2432
H -0.1314 6.9399 0.6287
H 0.9257 6.8624 2.0600
H 1.0348 8.2497 0.9348
H 2.6986 6.6976 0.6039
C 0.3099 11.3407 2.3167
O 1.2824 10.6430 1.5486
H -0.6801 11.1034 1.9282
H 0.3714 11.0296 3.3626
H 0.4798 12.4171 2.2385
H 2.1467 10.8694 1.9113
C -3.1671 1.6233 -6.4767
O -2.4316 2.4242 -5.5598
H -3.1276 2.0908 -7.4602
H -2.7256 0.6248 -6.5335
H -4.2081 1.5522 -6.1522
H -2.4824 1.9896 -4.7000
C -1.4407 -3.4613 -6.1727
O -1.6946 -2.1508 -5.6787
H -2.3295 -4.0724 -6.0191
H -1.2139 -3.4159 -7.2402
H -0.6003 -3.9040 -5.6323
H -0.8952 -1.6314 -5.8268
C -4.4584 4.3567 -3.6010
O -5.1134 3.1030 -3.7271
H -5.1153 5.1385 -3.9809
H -4.2356 4.5527 -2.5474
H -3.5333 4.3474 -4.1829
H -4.5108 2.4331 -3.3843
*
```

As for the total energy: -59156.6202 eV. For the LUMO energy, the calculation gives -4.9 eV.

=====

No. 4
Density functional theory data (ωB97M-V with the def2-TZVPD basis set) for a cluster of 12 separate species, C19H62N10O19 in total.

Geometry as ORCA input:
```
! RIJCOSX wB97M-V def2-TZVPD def2/J DEFGRID3
* xyz 0 1
N -14.3032 -13.5705 -6.8683
C -15.4025 -13.6450 -6.1155
N -16.1244 -14.7595 -6.3163
O -15.7979 -12.7516 -5.3880
H -13.8201 -12.6963 -6.8201
H -14.0417 -14.1950 -7.6655
H -16.7394 -14.9450 -5.5404
H -15.6082 -15.5522 -6.6732
N -14.9463 -7.3479 -9.2084
C -13.8928 -7.5516 -10.0153
N -12.7344 -8.0249 -9.4629
O -13.9376 -7.3724 -11.2600
H -15.7787 -6.9126 -9.5965
H -14.7628 -7.2941 -8.2256
H -12.7718 -8.5639 -8.5871
H -12.0525 -8.3960 -10.1388
N -15.4790 -10.0336 -7.6620
C -14.4572 -10.1427 -6.8307
N -14.8296 -10.1877 -5.4797
O -13.2664 -10.0943 -7.1654
H -15.2937 -10.0094 -8.6488
H -16.3609 -10.3166 -7.2913
H -15.4815 -10.9775 -5.2433
H -14.0012 -10.3608 -4.9361
N -13.5463 -9.4257 -13.0658
C -12.3226 -10.0612 -12.8484
N -11.7609 -10.7214 -13.8577
O -11.7135 -9.9866 -11.7565
H -14.0262 -9.4664 -13.9535
H -13.5619 -8.5444 -12.5772
H -12.3881 -10.9586 -14.5997
H -11.0252 -11.4041 -13.6126
N -12.1405 -16.6896 -12.9124
C -12.7114 -15.7027 -13.6852
N -12.7395 -15.8130 -15.0364
O -13.2174 -14.7258 -13.1661
H -11.7261 -16.4723 -12.0185
H -11.6024 -17.3403 -13.4304
H -13.2701 -15.0774 -15.4980
H -12.5248 -16.7126 -15.4801
O -10.6448 -13.0215 -12.7222
C -9.6012 -14.0014 -12.7965
C -8.5156 -13.5990 -11.8360
O -8.9049 -13.7797 -10.4704
H -10.8319 -12.8946 -11.7537
H -9.9804 -15.0057 -12.6339
H -9.2205 -13.9054 -13.8429
H -8.1394 -12.6298 -12.0271
H -7.6718 -14.2990 -11.9948
H -9.3916 -13.0146 -10.1149
O -17.0412 -15.9104 -11.1886
C -16.3202 -15.3592 -9.9885
C -14.8738 -15.9547 -10.0515
O -14.1639 -15.7370 -8.8531
H -16.4442 -15.9545 -11.9266
H -16.3684 -14.2430 -9.9856
H -16.8430 -15.5685 -9.0688
H -14.3853 -15.4621 -10.9083
H -14.9302 -17.0424 -10.2754
H -13.2255 -15.5053 -9.1893
O -11.9006 -14.6993 -9.3216
C -10.9066 -15.3669 -8.5668
C -10.3252 -16.6248 -9.2692
O -9.7655 -16.3585 -10.5788
H -11.9710 -13.7903 -8.8758
H -10.0912 -14.6562 -8.3958
H -11.4048 -15.7678 -7.6551
H -11.0788 -17.4008 -9.3166
H -9.5923 -16.9784 -8.5673
H -9.5713 -15.3848 -10.5561
O -14.8152 -14.9511 -17.4650
C -15.8295 -14.0540 -16.9938
C -15.7276 -13.8391 -15.5105
O -14.6209 -13.0115 -15.2497
H -14.5619 -14.5646 -18.3405
H -15.6906 -13.0799 -17.4294
H -16.8659 -14.4745 -17.3207
H -15.5816 -14.8476 -15.0100
H -16.7347 -13.4731 -15.1529
H -14.4324 -12.8470 -14.2756
O -9.9321 -11.3149 -10.2480
C -10.0918 -10.7421 -8.9276
C -10.5131 -11.8013 -7.8358
O -11.8202 -12.3630 -8.1110
H -10.4530 -10.7907 -10.8878
H -9.1733 -10.1344 -8.7027
H -10.8967 -10.0351 -8.9306
H -10.5327 -11.2124 -6.9490
H -9.8781 -12.6249 -7.6967
H -12.3965 -11.6102 -8.2518
O -13.9058 -10.6408 -10.0864
C -14.3257 -11.9072 -10.3356
C -14.9197 -12.1602 -11.6853
O -13.9247 -12.2129 -12.7603
H -13.1741 -10.4436 -10.7114
H -13.4751 -12.6283 -10.2589
H -15.0769 -12.1732 -9.6142
H -15.6425 -11.3423 -11.9306
H -15.4356 -13.1208 -11.6146
H -13.4698 -13.0698 -12.6654
O -13.8486 -10.4537 -15.7057
C -14.9767 -9.7241 -16.2952
C -14.3254 -8.4566 -16.7823
O -13.3971 -8.6599 -17.8030
H -14.1626 -11.4573 -15.5142
H -15.4175 -10.3466 -17.1156
H -15.6431 -9.4736 -15.5129
H -13.8511 -7.9489 -15.9646
H -15.1420 -7.7910 -17.1814
H -12.7774 -9.3759 -17.6290
*
```

The energy relative to the best compared isomer or geometry (same formula, charge and spin) comes out at 0.00 kJ/mol. As for the total energy: -74515.8335 eV. For the LUMO energy, the calculation gives 0.4 eV. The SMILES is NC(N)=O.NC(N)=O.NC(N)=O.NC(N)=O.NC(N)=O.OCCO.OCCO.OCCO.OCCO.OCCO.OCCO.OCCO.

=====

One value per record, in order, for HOMO: -8.95; -8.66; -11.69; -9.39 eV.